# 1
{
  "formula": "C32H90N6O10",
  "method": "ωB97M-V/def2-TZVPD",
  "elements": ["C", "C", "C", "O", "C", "N", "H", "H", "H", "H", "H", "H", "H", "H", "H", "H", "H", "C", "C", "C", "O", "C", "N", "H", "H", "H", "H", "H", "H", "H", "H", "H", "H", "H", "C", "C", "C", "O", "C", "N", "H", "H", "H", "H", "H", "H", "H", "H", "H", "H", "H", "C", "C", "C", "O", "C", "N", "H", "H", "H", "H", "H", "H", "H", "H", "H", "H", "H", "C", "C", "C", "O", "C", "N", "H", "H", "H", "H", "H", "H", "H", "H", "H", "H", "H", "C", "C", "C", "O", "C", "N", "H", "H", "H", "H", "H", "H", "H", "H", "H", "H", "H", "C", "C", "O", "H", "H", "H", "H", "H", "H", "C", "C", "O", "H", "H", "H", "H", "H", "H", "C", "C", "O", "H", "H", "H", "H", "H", "H", "C", "C", "O", "H", "H", "H", "H", "H", "H"],
  "positions_angstrom": [[16.0474, 12.4827, 22.1489], [14.8427, 12.7344, 23.0870], [15.2519, 13.0460, 24.4863], [14.1335, 12.9127, 25.3210], [14.4383, 13.0820, 26.6759], [13.9547, 13.7954, 22.5111], [15.6815, 12.1810, 21.1523], [16.5571, 11.5671, 22.4967], [16.7029, 13.3291, 22.1288], [14.1784, 11.8839, 23.1823], [15.6857, 14.0572, 24.4905], [16.0093, 12.2596, 24.7037], [15.1411, 12.3083, 27.0518], [13.5169, 13.0173, 27.1910], [14.8746, 14.0596, 26.8502], [13.2609, 14.1150, 23.2028], [14.5973, 14.6542, 22.4490], [10.4079, 10.7912, 21.3757], [11.8748, 11.2661, 21.4707], [12.8156, 10.1076, 21.2414], [12.5401, 9.0729, 22.1456], [13.3885, 7.9417, 21.9980], [12.1694, 12.3323, 20.4301], [10.0693, 10.2413, 22.2873], [10.2561, 10.0929, 20.5789], [9.7526, 11.6724, 21.1941], [11.9967, 11.7732, 22.3845], [13.9195, 10.2368, 21.3518], [12.6258, 9.7868, 20.2342], [12.9959, 7.2286, 22.7822], [14.4395, 8.2000, 22.3023], [13.4120, 7.5512, 20.9656], [11.2669, 12.7938, 20.2668], [12.8175, 12.9953, 20.8675], [8.0846, 14.8441, 18.0173], [9.5524, 14.6855, 18.3499], [9.8185, 15.0461, 19.8151], [11.1795, 15.3755, 19.9407], [11.5425, 15.8579, 21.1946], [10.0333, 13.3701, 18.0584], [7.6744, 15.8716, 18.2447], [7.4473, 14.1029, 18.4592], [8.0799, 14.7821, 16.9141], [10.1928, 15.3434, 17.7511], [9.5259, 14.2151, 20.5094], [9.2182, 15.9073, 20.1462], [11.0484, 16.8832, 21.3712], [12.6466, 15.9891, 21.1419], [11.3396, 15.1992, 22.1316], [11.0094, 13.2316, 18.3083], [9.5674, 12.6553, 18.5415], [21.4386, 9.3914, 21.3114], [20.5269, 10.5048, 21.7877], [19.4258, 10.8897, 20.7837], [18.5489, 9.8132, 20.5952], [17.8970, 9.8974, 19.2906], [20.0633, 10.2404, 23.1793], [20.9694, 8.4180, 21.2926], [22.3010, 9.2522, 21.9606], [21.7920, 9.5762, 20.2454], [21.1151, 11.3791, 21.9603], [19.8887, 11.3121, 19.8718], [18.9916, 11.8104, 21.1548], [17.3006, 8.9913, 19.1753], [18.6166, 10.0343, 18.5272], [17.2218, 10.8779, 19.2936], [19.7524, 11.0599, 23.6248], [19.1969, 9.6279, 23.2812], [11.4180, 16.0798, 10.9978], [12.4155, 15.9285, 12.1432], [11.7174, 16.2648, 13.4029], [12.5673, 16.1312, 14.5557], [11.8801, 16.1016, 15.7605], [12.9274, 14.5404, 12.1477], [10.5260, 15.4603, 11.2091], [11.8793, 15.7033, 10.0649], [11.0212, 17.0772, 10.9837], [13.2499, 16.6283, 12.0759], [10.8399, 15.5690, 13.4825], [11.3651, 17.2974, 13.4010], [12.4989, 16.3349, 16.6511], [11.5325, 15.0866, 15.9883], [11.0238, 16.8135, 15.8503], [13.5585, 14.5080, 12.9423], [13.6273, 14.6731, 11.4799], [14.6696, 17.4377, 19.7404], [15.5233, 16.2421, 20.0020], [16.6471, 16.2567, 18.9760], [17.2706, 14.9357, 19.0618], [17.9795, 14.4838, 17.9091], [15.9810, 16.1909, 21.4045], [13.7975, 17.5758, 20.3892], [14.1389, 17.3131, 18.7131], [15.2726, 18.3955, 19.7651], [14.8332, 15.3735, 19.8189], [17.3534, 17.1274, 19.1355], [16.2723, 16.3217, 17.9349], [18.3112, 13.4474, 18.0185], [18.8217, 15.0917, 17.7619], [17.2929, 14.5685, 17.0037], [16.7341, 15.5130, 21.4135], [16.2929, 17.0685, 21.7433], [13.1318, 5.8053, 16.0465], [13.4461, 6.7910, 14.9288], [13.7559, 8.0926, 15.4235], [13.8799, 5.8547, 16.8341], [13.0491, 4.8111, 15.5952], [12.1965, 6.0490, 16.5036], [12.6016, 6.7784, 14.2277], [14.2999, 6.3630, 14.3389], [13.2786, 8.2195, 16.2688], [16.1518, 17.2776, 13.6910], [16.2780, 17.1731, 15.1905], [15.1808, 17.6901, 15.9679], [15.2911, 16.6486, 13.3187], [16.9977, 16.9895, 13.1137], [15.8426, 18.3340, 13.3779], [17.1893, 17.6583, 15.5451], [16.4140, 16.1147, 15.5084], [14.3538, 17.5659, 15.4700], [10.8191, 8.6890, 17.7581], [11.8386, 9.8141, 17.6832], [13.0444, 9.0962, 17.8912], [11.0420, 7.7909, 17.1674], [9.8744, 9.1016, 17.4625], [10.6771, 8.3417, 18.7996], [11.8391, 10.5596, 18.4906], [11.8537, 10.4750, 16.7955], [13.8063, 9.6746, 17.9439], [13.9235, 13.4334, 17.4632], [15.0810, 12.4758, 17.8565], [14.6174, 11.4455, 18.7373], [13.5431, 13.8743, 18.3856], [13.1029, 13.0525, 16.9044], [14.3544, 14.1887, 16.8093], [15.8613, 13.1172, 18.2942], [15.3884, 11.9707, 16.9345], [13.8063, 11.7566, 19.2760]],
  "charge": 0,
  "multiplicity": 1
}

# 2
{
  "formula": "C32H90O13",
  "method": "ωB97M-V/def2-TZVPD",
  "elements": ["C", "C", "C", "O", "H", "H", "H", "H", "H", "H", "H", "H", "C", "C", "C", "O", "H", "H", "H", "H", "H", "H", "H", "H", "C", "C", "C", "O", "H", "H", "H", "H", "H", "H", "H", "H", "C", "C", "C", "O", "H", "H", "H", "H", "H", "H", "H", "H", "C", "C", "C", "O", "H", "H", "H", "H", "H", "H", "H", "H", "C", "C", "C", "O", "H", "H", "H", "H", "H", "H", "H", "H", "C", "C", "O", "H", "H", "H", "H", "H", "H", "C", "C", "O", "H", "H", "H", "H", "H", "H", "C", "C", "O", "H", "H", "H", "H", "H", "H", "C", "C", "O", "H", "H", "H", "H", "H", "H", "C", "C", "O", "H", "H", "H", "H", "H", "H", "C", "C", "O", "H", "H", "H", "H", "H", "H", "C", "C", "O", "H", "H", "H", "H", "H", "H"],
  "positions_angstrom": [[3.8946, -3.4277, 1.5957], [5.1177, -3.2198, 0.7328], [4.7002, -2.9930, -0.6965], [5.6724, -2.0254, 1.3154], [4.2083, -3.6976, 2.6292], [3.2046, -4.1980, 1.2654], [3.3175, -2.5289, 1.7236], [5.8092, -4.0623, 0.8778], [5.5361, -2.7376, -1.3346], [4.0675, -2.0837, -0.5784], [4.1019, -3.8098, -1.1454], [6.5408, -1.8641, 0.9591], [2.0184, -2.6349, 4.9681], [0.7669, -2.1904, 4.1497], [-0.3871, -3.1179, 4.1154], [0.3053, -0.9002, 4.7458], [2.5269, -3.3830, 4.3869], [1.5959, -3.0550, 5.9073], [2.6906, -1.7878, 5.1145], [1.0224, -1.9781, 3.1240], [-0.1154, -4.0456, 3.6537], [-1.1744, -2.5761, 3.5887], [-0.7031, -3.3522, 5.1364], [0.7143, -0.8286, 5.5947], [-3.6314, -3.0589, 1.5487], [-4.2453, -2.4863, 0.2692], [-4.8166, -3.5622, -0.6026], [-5.3018, -1.5857, 0.7576], [-3.3799, -2.1938, 2.2041], [-2.7309, -3.6029, 1.3015], [-4.3811, -3.6508, 2.0423], [-3.4310, -1.8944, -0.1717], [-5.0398, -3.1682, -1.6080], [-5.7824, -3.8237, -0.2193], [-4.1871, -4.4138, -0.6870], [-5.7758, -1.1628, 0.0335], [-0.8112, -1.2635, 1.0576], [0.5118, -0.5611, 0.7657], [1.2283, -1.0377, -0.4567], [0.3918, 0.8596, 0.5515], [-0.7490, -2.3471, 0.8942], [-1.4876, -0.8709, 0.3058], [-1.2745, -0.9328, 1.9664], [1.1083, -0.7034, 1.6546], [1.4811, -2.0619, -0.3941], [2.1507, -0.4323, -0.5400], [0.5904, -0.9818, -1.3529], [0.4816, 1.2093, 1.4649], [1.7660, 2.5731, -3.0220], [1.7865, 2.4198, -4.4985], [0.5454, 1.7828, -5.0258], [1.9054, 3.7180, -5.1177], [0.9010, 3.1012, -2.6625], [2.6588, 3.1242, -2.7150], [1.7378, 1.6346, -2.4686], [2.6927, 1.8387, -4.7491], [0.5774, 1.6492, -6.1292], [-0.3078, 2.3760, -4.7828], [0.3379, 0.7908, -4.5191], [1.2757, 4.3025, -4.6771], [-3.4430, -0.7696, -4.8470], [-3.2613, 0.2798, -3.7290], [-4.2927, 0.1906, -2.6216], [-1.9345, 0.1059, -3.2071], [-4.2330, -0.4520, -5.5509], [-3.7103, -1.7487, -4.4939], [-2.4974, -0.8197, -5.3618], [-3.3386, 1.2973, -4.1315], [-5.3059, 0.4808, -2.9703], [-4.0495, 0.7949, -1.7722], [-4.4039, -0.7612, -2.1610], [-1.8521, 0.6526, -2.4068], [-0.3505, -3.2406, -3.8654], [-1.0124, -3.2348, -2.4955], [-0.1368, -3.7068, -1.4605], [-0.2333, -4.2860, -4.1649], [0.6185, -2.7751, -3.8158], [-0.9888, -2.7937, -4.6362], [-1.9539, -3.7712, -2.4387], [-1.2640, -2.2236, -2.1151], [0.2178, -4.5588, -1.7514], [-2.5724, 4.3615, -0.4701], [-1.4904, 3.5108, -1.1911], [-1.6689, 2.0954, -1.1362], [-2.2270, 5.3997, -0.5465], [-2.6223, 4.1192, 0.6188], [-3.5292, 4.3261, -0.9935], [-0.4852, 3.8046, -0.8269], [-1.4805, 3.8152, -2.2185], [-1.0177, 1.7301, -0.4700], [-2.2049, 1.8255, 4.5922], [-1.4652, 1.6908, 3.2561], [-0.0683, 1.4740, 3.3676], [-3.3019, 1.7474, 4.5094], [-1.9683, 2.8222, 5.0672], [-1.8365, 1.1435, 5.3637], [-1.5399, 2.6519, 2.6688], [-1.8805, 0.8875, 2.6657], [0.1049, 0.6377, 3.8437], [-5.5762, 2.5298, 1.1247], [-4.3267, 1.9150, 1.8054], [-4.4426, 0.6207, 2.3645], [-5.9517, 2.0441, 0.2234], [-5.3476, 3.5843, 0.8714], [-6.4295, 2.5253, 1.8626], [-4.0175, 2.5728, 2.6788], [-3.4783, 1.8451, 1.0690], [-4.8041, 0.0598, 1.6363], [3.2936, 2.0160, 3.2146], [3.9847, 0.8862, 2.4725], [4.0965, -0.1870, 3.4313], [3.9401, 2.4712, 3.9549], [2.4982, 1.4503, 3.6688], [2.8391, 2.7801, 2.6149], [4.9866, 1.1154, 2.0646], [3.3944, 0.6365, 1.5748], [4.8096, -0.7645, 3.1197], [4.8622, 0.2954, -2.6093], [3.8294, -0.5808, -3.2257], [4.3709, -1.7260, -3.7975], [5.5633, -0.2698, -1.9334], [4.4064, 1.1136, -2.0676], [5.4355, 0.7014, -3.4266], [3.4094, 0.0061, -4.0273], [2.9972, -0.8557, -2.5865], [4.3106, -2.4120, -3.1365], [2.6557, 3.8474, 0.2587], [1.7211, 4.4974, 1.2327], [1.3014, 5.6780, 0.5479], [3.0356, 2.9654, 0.6760], [3.5169, 4.4613, -0.0629], [2.0564, 3.7261, -0.6774], [2.0574, 4.7499, 2.2401], [0.8572, 3.8621, 1.4112], [0.5977, 6.0495, 1.0805]],
  "charge": 0,
  "multiplicity": 1
}

Looking at HOMO energy for the records above, in order, we have -9.12, -9.70 eV.
Looking at Kohn-Sham gap for the records above, in order, we have 9.744, 10.078 eV.
Looking at relative energy (zero: lowest compared OMol25 entry of this formula, charge and spin) for the records above, in order, we have 36.6, 3.6 kcal per mole.